C37H54Cl2N2O3Se2Si2TeW | wB97M-V/def2-TZVPD

Structure (XYZ):
```
104
Properties=species:S:1:pos:R:3
W -0.01 0.19 -0.02
C 2.85 2.61 3.58
Se 1.92 3.25 1.99
C 0.12 3.32 2.75
C -0.48 2.05 3.34
Se -1.53 0.87 2.16
C -2.99 2.13 1.89
H 2.65 3.29 4.40
H 3.91 2.62 3.34
H 2.55 1.59 3.82
H -0.51 3.76 1.97
H 0.18 4.06 3.55
H -1.22 2.32 4.10
H 0.26 1.41 3.80
H -3.50 2.23 2.84
H -3.67 1.72 1.15
H -2.61 3.09 1.57
O 0.90 0.11 1.81
C 1.99 -0.56 2.23
C 1.98 -1.11 3.51
C 3.08 -1.79 4.00
C 4.22 -1.95 3.21
C 4.25 -1.43 1.94
C 3.15 -0.72 1.44
C 3.19 -0.24 0.06
O 3.85 -0.65 -0.84
O 2.27 0.78 -0.22
H 2.16 1.41 0.55
H 1.08 -1.00 4.11
H 3.05 -2.20 5.00
H 5.08 -2.48 3.60
H 5.11 -1.55 1.30
C 1.74 -1.88 -6.04
C 1.31 -1.42 -4.69
C 1.83 -0.26 -4.12
C 1.42 0.14 -2.86
N 0.53 -0.55 -2.11
C 0.05 -1.67 -2.67
C 0.40 -2.13 -3.92
H 1.80 -1.05 -6.74
H 1.07 -2.63 -6.44
H 2.74 -2.32 -5.98
H 2.55 0.35 -4.64
H 1.85 1.02 -2.42
H -0.66 -2.24 -2.08
H -0.05 -3.04 -4.29
Cl 3.18 -4.71 -0.47
C 1.81 -3.94 0.23
C 1.10 -4.53 1.27
C 0.03 -3.83 1.79
C -0.30 -2.59 1.26
N 0.39 -2.03 0.26
C 1.43 -2.70 -0.25
H 1.39 -5.49 1.65
H -0.55 -4.24 2.60
H -1.13 -2.03 1.67
H 1.99 -2.25 -1.04
Cl -3.65 4.97 -4.72
C -2.59 4.13 -3.65
C -3.03 3.82 -2.37
C -2.19 3.12 -1.52
C -0.91 2.74 -1.92
C 0.01 2.02 -1.01
C -0.48 3.09 -3.20
C -1.32 3.77 -4.07
H -4.01 4.14 -2.04
H -2.51 2.89 -0.52
H -0.25 2.19 0.10
H 1.03 2.40 -1.15
H 0.52 2.85 -3.53
H -0.99 4.04 -5.06
C -5.56 -1.43 -3.05
Si -5.02 0.36 -2.98
C -3.73 0.69 -4.28
C -6.46 1.53 -3.13
C -4.30 0.61 -1.22
Te -2.53 -0.56 -0.98
C -3.48 -2.19 0.05
Si -4.36 -2.24 1.74
C -5.29 -0.68 2.20
C -3.18 -2.64 3.14
C -5.55 -3.67 1.52
H -6.02 -1.65 -4.01
H -6.30 -1.66 -2.27
H -4.72 -2.12 -2.94
H -4.00 0.17 -5.20
H -2.73 0.36 -4.00
H -3.67 1.76 -4.52
H -6.96 1.39 -4.08
H -6.13 2.57 -3.08
H -7.20 1.37 -2.34
H -4.99 0.20 -0.48
H -4.11 1.65 -0.98
H -2.75 -3.00 0.00
H -4.24 -2.44 -0.70
H -4.64 0.06 2.66
H -6.04 -0.95 2.95
H -5.83 -0.21 1.38
H -2.45 -1.86 3.34
H -2.67 -3.59 2.97
H -3.78 -2.76 4.05
H -6.31 -3.44 0.77
H -6.06 -3.88 2.46
H -5.03 -4.58 1.21
```

As for the orbital gap: 6.98 eV. The energy above the lowest of the compared OMol25 structures with the same formula, charge and spin is 0.0 kJ/mol. The calculation puts the total energy at -8414.42542 hartree. The net charge is +2.

Löwdin atomic charge list, values in e, 2 entries: atom 1 (W): 1.193, atom 2 (C): -0.345